[1]
{
  "formula": "C3H9N5",
  "method": "ωB97M-V/def2-TZVPD",
  "species": ["H", "N", "C", "N", "C", "N", "C", "N", "N", "H", "H", "H", "H", "H", "H", "H", "H"],
  "coordinates": [[2.408758, -2.012720, -0.828208], [1.405887, -1.944859, -0.647367], [1.116735, -0.750699, -0.222143], [2.129839, 0.148304, -0.033981], [-0.397641, -0.481147, 0.012587], [-1.149159, -1.626576, 0.283613], [-0.725371, 0.801613, 0.299884], [-0.045852, 1.961388, 0.070512], [-2.165321, 0.874091, 0.126736], [3.048893, -0.252327, 0.101777], [1.931400, 0.805418, 0.719751], [-0.547157, -2.440176, 0.115067], [-1.938999, -1.651809, -0.356187], [0.664634, 1.870232, -0.657039], [-0.636826, 2.764170, -0.117474], [-2.465106, 1.783339, 0.461039], [-2.634714, 0.151757, 0.671432]],
  "forces_ev_per_angstrom": [[-0.14, -0.19, 0.11], [-0.46, 0.70, 0.06], [-1.27, -3.12, -0.56], [-0.15, 1.95, 1.06], [5.88, 0.83, 1.59], [-0.54, 0.00, -0.67], [-3.70, -2.66, -2.70], [1.14, 1.16, -0.29], [0.22, 1.53, 1.46], [-0.24, -0.17, -0.21], [0.15, 0.03, -0.33], [-0.29, 0.33, -0.06], [-0.04, -0.37, 0.02], [-0.19, 0.16, 0.38], [0.08, -0.31, 0.04], [-0.55, -0.07, 0.11], [0.12, 0.19, -0.01]],
  "lowdin_charge": [0.03, 0.07, -0.43, 0.09, -0.27, 0.06, -0.38, 0.08, 0.07, 0.10, 0.09, 0.07, 0.08, 0.09, 0.09, 0.07, 0.07],
  "homo_lumo_gap_ev": 8.02,
  "relative_energy_kcal_mol": 35.2,
  "charge": 0,
  "e_tot_ev": -10706.520,
  "e_homo_ev": -7.21
}

=====

[2]
{
  "formula": "C31H44N7O13",
  "method": "ωB97M-V/def2-TZVPD",
  "species": ["C", "O", "O", "O", "H", "C", "C", "C", "C", "C", "C", "N", "O", "O", "H", "H", "H", "H", "H", "C", "C", "C", "C", "C", "C", "N", "O", "O", "H", "H", "H", "H", "H", "C", "C", "C", "C", "C", "C", "N", "O", "O", "H", "H", "H", "H", "H", "C", "O", "N", "C", "C", "H", "H", "H", "H", "H", "H", "H", "C", "O", "N", "C", "C", "H", "H", "H", "H", "H", "H", "H", "C", "O", "N", "C", "C", "H", "H", "H", "H", "H", "H", "H", "C", "O", "N", "C", "C", "H", "H", "H", "H", "H", "H", "H"],
  "coordinates": [[39.514000, 49.782000, 42.741000], [40.048000, 48.985000, 43.495000], [40.048000, 49.894000, 41.519000], [38.732000, 50.535000, 43.091000], [40.929000, 49.226000, 41.375000], [41.109000, 52.694000, 46.684000], [41.165000, 51.622000, 45.644000], [42.174000, 50.469000, 45.717000], [43.140000, 50.488000, 46.815000], [42.884000, 51.478000, 47.957000], [41.843000, 52.595000, 47.885000], [44.161000, 49.484000, 46.868000], [45.184000, 49.630000, 47.609000], [44.023000, 48.589000, 46.088000], [40.232000, 53.337000, 46.496000], [40.399000, 51.744000, 44.756000], [42.291000, 49.787000, 44.843000], [43.361000, 51.388000, 49.004000], [41.729000, 53.126000, 48.674000], [44.318000, 51.294000, 42.580000], [45.606000, 51.787000, 41.881000], [45.468000, 52.284000, 40.510000], [44.019000, 52.561000, 39.967000], [42.808000, 52.106000, 40.783000], [43.147000, 51.416000, 42.119000], [43.821000, 53.405000, 38.753000], [44.600000, 53.201000, 37.793000], [42.616000, 53.835000, 38.576000], [44.607000, 50.719000, 43.526000], [46.454000, 51.745000, 42.386000], [46.238000, 52.654000, 39.884000], [41.794000, 52.118000, 40.348000], [42.275000, 51.362000, 42.709000], [35.438000, 49.336000, 41.884000], [33.873000, 49.219000, 41.667000], [33.419000, 48.737000, 40.276000], [34.495000, 48.899000, 39.141000], [35.981000, 49.147000, 39.382000], [36.416000, 49.348000, 40.851000], [34.051000, 48.644000, 37.680000], [32.923000, 48.015000, 37.594000], [34.459000, 49.290000, 36.796000], [35.712000, 49.406000, 42.892000], [33.426000, 49.207000, 42.563000], [32.470000, 48.398000, 40.156000], [36.565000, 49.195000, 38.490000], [37.438000, 49.577000, 40.988000], [44.526000, 47.694000, 41.159000], [45.592000, 47.381000, 40.630000], [44.323000, 47.409000, 42.492000], [42.947000, 47.623000, 43.137000], [45.384000, 46.941000, 43.439000], [43.673000, 48.204000, 40.739000], [42.548000, 48.588000, 42.839000], [42.817000, 47.412000, 44.256000], [42.322000, 46.968000, 42.793000], [45.664000, 47.865000, 43.866000], [45.956000, 46.336000, 42.790000], [45.129000, 46.325000, 44.177000], [37.975000, 46.110000, 43.031000], [38.867000, 45.608000, 42.292000], [37.025000, 45.503000, 43.704000], [35.810000, 46.249000, 44.380000], [36.896000, 44.052000, 43.662000], [37.990000, 47.187000, 43.134000], [35.278000, 45.480000, 44.708000], [35.330000, 46.665000, 43.406000], [36.156000, 47.113000, 44.992000], [36.270000, 43.557000, 44.416000], [37.680000, 43.416000, 43.783000], [36.597000, 43.786000, 42.690000], [38.873000, 53.695000, 40.783000], [38.514000, 53.976000, 39.551000], [39.669000, 54.509000, 41.460000], [39.693000, 54.196000, 42.942000], [40.326000, 55.681000, 40.945000], [38.476000, 52.743000, 41.317000], [40.090000, 54.860000, 43.683000], [40.120000, 53.145000, 43.133000], [38.755000, 53.913000, 43.319000], [40.994000, 56.146000, 41.386000], [39.554000, 56.423000, 40.596000], [40.822000, 55.374000, 40.034000], [41.604000, 46.633000, 37.930000], [41.945000, 45.435000, 38.370000], [40.886000, 47.467000, 38.669000], [40.531000, 48.828000, 38.062000], [40.288000, 47.167000, 39.952000], [41.882000, 47.138000, 37.072000], [40.465000, 49.697000, 38.737000], [39.327000, 48.827000, 37.699000], [40.992000, 49.025000, 37.076000], [40.206000, 46.127000, 40.036000], [39.497000, 47.584000, 39.953000], [40.896000, 47.452000, 40.827000]],
  "forces_ev_per_angstrom": [[5.79, -4.23, 0.51], [2.20, -3.56, 1.48], [4.06, -1.72, -4.23], [-7.96, 7.43, 1.11], [-4.03, 2.65, 1.19], [-0.55, -3.27, -1.58], [1.52, -0.29, 0.90], [-0.45, 3.52, 0.61], [-4.14, 3.84, 1.74], [-1.16, 0.40, -0.78], [3.34, -7.31, -6.83], [2.57, 0.98, 1.50], [-2.61, -0.09, -1.29], [0.22, -1.32, -0.49], [0.87, 0.19, 0.52], [1.80, -0.82, 1.87], [-0.44, 0.46, 1.03], [-0.34, -0.11, -2.21], [-0.80, 3.66, 4.98], [9.64, -0.57, 1.85], [-7.64, 0.23, -5.31], [-4.24, 0.08, 2.83], [-0.37, -1.45, 4.61], [5.24, -0.02, -0.72], [-6.03, 3.27, -5.52], [-3.36, -2.97, -2.69], [-0.76, 1.43, 2.27], [3.97, -0.26, 0.94], [-1.01, 1.16, -1.04], [3.86, -0.39, 1.83], [0.85, 0.17, -0.24], [0.64, 0.34, 0.58], [-0.94, -1.14, 0.68], [-3.16, -0.08, -3.74], [6.35, -2.25, -7.51], [7.34, 3.58, 2.31], [1.76, -0.72, 2.90], [-5.32, -0.14, 3.65], [-3.83, -0.59, -3.10], [-5.67, -1.04, 3.50], [3.20, 0.72, 0.35], [2.24, 0.90, -1.78], [0.67, 0.44, 1.22], [-2.55, -0.15, 2.68], [-2.55, -0.70, -0.92], [0.70, 0.12, -0.09], [0.94, -0.02, 0.59], [2.10, -1.69, 2.59], [-1.09, 0.80, -0.47], [-2.61, -0.14, 1.90], [3.72, 2.82, 1.67], [-0.90, 2.37, -4.54], [-0.40, 0.24, -0.72], [0.02, 0.32, 0.48], [1.16, 0.91, -1.47], [-3.66, -3.97, -2.53], [1.79, 0.64, 0.51], [2.03, 0.13, -0.41], [-2.22, -2.40, 2.91], [3.03, 0.34, -2.34], [-2.19, 0.17, 1.74], [-1.72, -1.02, 2.78], [4.19, 3.38, -5.72], [-1.97, 0.66, 0.09], [-0.24, 0.65, 0.23], [-2.49, -2.60, 2.22], [0.11, -0.34, 2.02], [-0.41, -1.12, -0.04], [-0.75, 1.09, -0.13], [3.63, -0.61, 0.41], [-1.07, -0.50, -1.34], [-2.41, 0.31, -5.40], [1.47, -1.40, 4.66], [0.78, -0.30, 4.36], [1.08, -2.92, -0.75], [-7.34, -3.34, -6.71], [0.79, 1.56, -0.63], [0.68, 0.92, -0.49], [0.42, 1.56, -0.60], [-2.02, 0.41, 0.04], [6.01, 3.67, 5.68], [0.58, -0.55, 0.36], [-0.02, -0.15, -0.58], [0.81, -5.45, 4.75], [-1.30, 4.87, -2.49], [-0.43, 3.21, -0.84], [-3.91, -1.18, -0.99], [10.43, -4.49, -0.15], [1.08, 0.15, -2.46], [0.94, -0.63, 0.04], [2.83, -0.42, 1.01], [0.42, -0.14, 0.96], [-0.34, -1.54, 0.08], [-10.50, 5.31, 0.58], [-0.03, 0.09, -0.44]],
  "lowdin_charge": [-1.06, -0.04, -0.02, 0.05, 0.16, -0.08, 0.00, 0.05, -0.13, 0.06, -0.05, -0.36, 0.03, 0.07, 0.09, 0.11, 0.08, 0.12, 0.01, -0.10, 0.02, 0.04, -0.07, 0.10, -0.13, -0.30, 0.04, 0.01, 0.13, 0.03, 0.07, 0.10, 0.07, -0.04, 0.02, 0.05, -0.05, 0.07, -0.03, -0.36, -0.02, 0.10, 0.06, 0.02, 0.03, 0.07, 0.05, -0.32, -0.02, -0.13, -0.02, -0.01, 0.12, 0.04, 0.12, 0.01, 0.07, 0.08, 0.03, -0.34, -0.02, -0.14, 0.04, -0.06, 0.12, 0.01, 0.11, 0.10, 0.09, 0.05, 0.08, -0.28, -0.10, -0.15, -0.03, -0.03, 0.16, 0.07, 0.08, 0.05, -0.01, 0.12, 0.08, -0.27, -0.09, -0.14, -0.02, -0.01, 0.09, 0.06, 0.13, 0.07, 0.08, -0.02, 0.09],
  "homo_lumo_gap_ev": 6.28,
  "relative_energy_kcal_mol": 48.9,
  "charge": -1,
  "e_tot_ev": -69886.094,
  "e_homo_ev": -5.64
}